This record from OMol25 describes a structure of composition C36H43Ge2HfN9OS. The level of theory is ωB97M-V/def2-TZVPD.

Computed properties:
- HOMO level (spin up / spin down) (eV) = -15.506 / -16.335
- energy above the lowest of the compared OMol25 structures with the same formula, charge and spin (kcal/mol) = 0.0

```
! wB97M-V def2-TZVPD RIJCOSX def2/J DEFGRID3
* xyz 3 2
Hf 0.49 0.77 -0.72
Ge -0.60 -0.88 1.65
Ge 0.16 0.47 3.65
S 3.80 -2.76 -0.66
O 1.80 1.78 0.51
N 0.41 2.74 -1.91
N 1.75 -1.15 -0.51
N -0.96 2.32 0.37
N -1.65 0.68 -1.82
N 2.54 1.72 -0.61
N 3.63 -0.54 0.80
N 5.09 2.18 -2.74
N 4.42 3.49 1.58
N 0.90 0.32 -3.03
C 0.47 5.13 -3.26
C -0.81 -3.79 1.72
C 1.39 -2.91 2.17
C 1.32 -2.31 -1.20
C -2.40 2.14 0.01
C 0.94 3.98 -3.87
C 0.01 -2.59 -1.57
C 0.75 -4.69 -2.50
C -0.75 2.20 3.73
C -0.02 5.08 -1.97
C -3.15 -1.55 0.34
C 3.68 2.30 -0.58
C -0.27 -3.78 -2.22
C 2.08 0.77 3.70
C 4.49 2.22 -1.76
C 0.05 -2.69 1.83
C 4.13 2.96 0.61
C 3.00 -1.34 -0.07
C -0.32 -0.18 -3.73
C -0.48 3.70 0.11
C -2.54 1.82 -1.46
C 2.05 -4.45 -2.09
C -4.53 -1.52 0.17
C -4.75 -0.30 2.23
C 2.31 -3.26 -1.43
C 0.90 2.79 -3.16
C -5.33 -0.89 1.11
C -0.43 -0.80 5.01
C 1.47 1.51 -3.70
C -0.33 -5.07 1.91
C 1.00 -5.28 2.23
C -3.37 -0.31 2.38
C 1.86 -4.20 2.37
C -1.54 0.61 -3.31
C -2.55 -0.94 1.44
C -0.04 3.86 -1.31
H -4.99 -2.02 -0.68
H 0.52 -5.62 -3.00
H 2.06 -2.08 2.31
H -1.82 2.15 3.50
H 2.90 -4.36 2.65
H -0.43 -1.23 -3.49
H -0.26 2.94 3.11
H -2.94 0.16 3.26
H -0.89 2.17 1.37
H -2.97 3.04 0.25
H -2.44 0.17 -3.75
H -6.41 -0.88 0.99
H -0.39 5.96 -1.47
H 2.55 1.51 -3.55
H 0.48 6.07 -3.80
H -0.79 -1.92 -1.28
H 2.38 1.56 3.01
H -1.25 4.43 0.36
H -2.79 1.33 0.61
H -0.21 -0.37 5.99
H 2.32 1.11 4.71
H -1.01 -5.92 1.83
H 2.83 -5.17 -2.26
H 1.31 1.45 -4.78
H -0.67 2.56 4.76
H 0.10 -1.74 4.90
H 3.09 0.08 1.38
H -2.14 -0.16 -1.50
H -1.28 -4.02 -2.49
H 1.33 3.99 -4.88
H 1.59 -0.42 -3.09
H -3.58 1.59 -1.69
H -2.26 2.67 -2.08
H -5.37 0.17 2.98
H -1.47 1.63 -3.68
H 2.65 -0.14 3.52
H -2.55 -2.11 -0.38
H -1.86 -3.64 1.51
H 4.54 -0.81 1.14
H 0.37 3.89 0.76
H -0.19 -0.11 -4.81
H -1.50 -0.99 4.95
H 1.37 -6.29 2.39
*
```

---

This record from OMol25 describes a structure of composition C36H44AsF3N5OPbTe. The level of theory is ωB97M-V/def2-TZVPD.

Computed properties:
- HOMO level (eV) = -4.381
- energy above the lowest of the compared OMol25 structures with the same formula, charge and spin (kcal/mol) = 16.0

```
! wB97M-V def2-TZVPD RIJCOSX def2/J DEFGRID3
* xyz -1 1
Pb -1.18 0.42 -0.36
Te 0.82 2.18 -1.78
As 2.81 -0.49 -0.66
F -0.79 -2.92 8.63
F 1.34 -3.24 8.41
F 0.61 -1.31 9.02
O -1.03 -3.36 -3.14
N -0.54 2.57 1.60
N -0.74 -1.28 -2.20
N -0.99 -2.86 0.21
N -3.40 -0.13 -2.80
N -3.29 2.81 0.10
C 0.24 -4.51 1.44
C 4.66 -2.47 0.75
C 0.57 -4.29 -0.91
C 1.39 -1.36 6.16
C 4.03 -2.45 -2.62
C -1.15 -0.74 -3.48
C -2.11 4.51 1.43
C 0.12 -0.68 2.72
C -0.37 -3.26 -0.90
C -0.53 3.56 -2.65
C 4.62 1.58 0.23
C -4.72 -0.17 -2.95
C 0.27 -1.92 6.76
C 0.88 -4.92 0.28
C -5.36 -0.89 -3.94
C -2.67 4.09 -3.67
C -1.04 5.82 -3.37
C 4.51 0.50 -0.84
C 0.13 -0.32 1.55
C 1.34 -0.95 4.84
C -0.67 4.02 1.48
C 0.35 -2.35 8.19
C -2.30 5.42 -3.81
C -0.90 -2.07 6.03
C 0.17 -1.09 4.09
C -2.64 -0.81 -3.67
C -4.58 -1.61 -4.83
C -2.88 4.21 0.15
C -1.80 3.17 -3.10
C 2.89 -1.48 -2.36
C -0.75 -2.60 -2.20
C 3.31 -1.78 0.74
C -0.95 -1.66 4.71
C -3.20 -1.57 -4.69
C -0.68 -3.48 1.35
C -0.17 4.90 -2.80
H -0.68 -1.30 -4.30
H -6.44 -0.89 -4.00
H 5.49 -1.77 0.60
H 1.61 -5.72 0.31
H -2.55 -2.15 -5.34
H -5.03 -2.20 -5.62
H 4.55 1.15 1.24
H -0.83 0.30 -3.55
H -2.09 5.60 1.55
H -0.15 4.55 2.29
H 4.49 0.94 -1.84
H -5.30 0.40 -2.23
H 0.43 2.28 1.55
H -0.74 6.85 -3.47
H -1.19 -3.13 2.24
H 2.30 -1.24 6.73
H -2.98 6.13 -4.25
H -3.64 3.75 -4.01
H 3.81 2.31 0.14
H -3.82 2.60 -0.74
H -2.11 2.14 -3.01
H 1.92 -1.97 -2.46
H 5.01 -2.01 -2.39
H 0.44 -4.97 2.40
H 0.80 5.23 -2.46
H 4.74 -3.24 -0.02
H -3.87 2.57 0.90
H -1.78 -2.51 6.49
H 5.57 2.11 0.17
H -2.66 4.12 2.30
H 4.83 -2.96 1.72
H 3.17 -1.20 1.66
H 1.02 -4.59 -1.85
H -0.17 4.31 0.55
H -2.23 4.40 -0.70
H -0.90 2.23 2.48
H 5.36 -0.18 -0.80
H 2.89 -0.67 -3.10
H 2.49 -2.51 0.76
H 4.05 -2.77 -3.66
H -3.73 4.91 0.08
H 2.21 -0.52 4.38
H -1.86 -1.78 4.13
H 3.93 -3.35 -2.01
*
```

---

This record from OMol25 describes a structure of composition C36H44BKN12O6PS2Se. The level of theory is ωB97M-V/def2-TZVPD.

Computed properties:
- HOMO level (spin up / spin down) (eV) = -2.855 / -2.845
- energy above the lowest of the compared OMol25 structures with the same formula, charge and spin (kcal/mol) = 20.6

```
! wB97M-V def2-TZVPD RIJCOSX def2/J DEFGRID3
* xyz -2 2
Se -2.68 0.98 2.57
K -0.35 -0.29 0.95
S -1.56 4.91 3.15
S -0.27 2.75 0.54
P -1.73 3.89 1.30
O -2.64 0.44 1.04
O -2.41 2.70 2.50
O -3.12 4.01 0.49
O -1.26 5.39 0.66
O -1.44 0.37 3.42
O -4.13 0.86 3.27
N 2.95 0.50 -0.17
N -1.55 -3.87 -0.87
N -0.43 -1.20 -3.20
N -1.58 -2.93 -1.84
N 0.91 -3.21 -2.42
N -0.87 -3.50 -4.16
N 1.80 0.57 3.09
N -0.05 -3.58 -5.22
N 2.02 -2.47 -2.57
N -0.39 -0.30 -2.20
N 3.00 -1.79 1.78
N 0.64 -2.94 2.69
C 2.44 2.63 4.13
C -0.55 -3.41 3.08
C 2.58 -4.54 -1.88
C -2.70 -3.75 -0.23
C -0.12 -5.54 2.10
C 2.82 1.77 -0.53
C -1.14 5.59 -0.74
C -2.01 -4.20 -4.38
C -0.68 0.77 -4.16
C -0.54 0.89 -2.76
C -5.21 3.74 1.68
C 0.28 6.06 -1.03
C 3.14 -1.44 3.19
C -2.73 -2.23 -1.80
C -4.33 3.24 0.55
C -2.19 6.60 -1.18
C 4.91 1.12 1.04
C 3.68 2.78 -0.14
C 3.03 -3.26 -2.25
C -0.96 -4.71 2.84
C 1.10 -5.04 1.68
C 2.95 0.03 3.49
C 1.55 1.84 3.42
C 4.75 2.45 0.67
C 1.21 -4.46 -2.02
C 3.64 2.07 4.53
C -0.68 -4.33 -6.12
C 3.98 0.18 0.61
C 3.90 0.74 4.22
C -0.60 -0.58 -4.39
C 1.45 -3.74 2.01
C 4.11 -1.28 0.98
C 2.81 -3.21 1.60
C -1.93 -4.75 -5.64
C -4.98 3.40 -0.80
C -3.50 -2.72 -0.77
B -0.46 -2.70 -2.88
H 3.57 -3.79 2.16
H -2.92 -4.39 0.61
H 2.19 3.65 4.35
H 1.97 1.99 -1.17
H -6.15 3.20 1.68
H -1.93 -5.05 3.17
H -3.18 6.23 -0.94
H -5.41 4.81 1.55
H -5.89 2.80 -0.85
H -4.73 3.58 2.64
H -0.64 -1.16 -5.30
H -5.25 4.45 -0.98
H -2.13 6.79 -2.26
H -1.31 4.65 -1.26
H -4.09 2.19 0.68
H 4.15 -1.84 0.05
H -1.19 -2.70 3.61
H -4.44 -2.35 -0.41
H 4.13 -1.76 3.57
H 4.37 2.65 5.09
H -2.04 7.55 -0.66
H -2.66 -5.37 -6.13
H 5.44 3.21 1.03
H 0.42 6.24 -2.10
H 2.37 -1.97 3.74
H -0.42 -6.54 1.85
H 0.47 6.99 -0.50
H 1.77 -5.64 1.08
H 2.95 -3.46 0.55
H 0.59 2.23 3.10
H -0.21 -4.54 -7.07
H -0.59 1.77 -2.14
H 3.16 -5.40 -1.57
H 0.98 5.30 -0.69
H 5.72 0.81 1.69
H 5.07 -1.43 1.50
H -2.90 -1.41 -2.47
H 0.43 -5.18 -1.84
H -0.82 1.55 -4.89
H 3.49 3.80 -0.43
H -4.31 3.07 -1.59
H 4.04 -2.88 -2.28
H -2.78 -4.25 -3.63
H 4.82 0.26 4.51
*
```

---

This record from OMol25 describes a structure of composition C36H44N2O7P2ReSSbSi. The level of theory is ωB97M-V/def2-TZVPD.

Computed properties:
- HOMO level (spin up / spin down) (eV) = -9.968 / -9.962

```
! wB97M-V def2-TZVPD RIJCOSX def2/J DEFGRID3
* xyz 1 4
Re -0.05 2.15 0.48
Sb -0.74 -2.05 0.50
S -2.33 1.58 0.40
P 0.77 1.94 3.65
P 2.58 1.57 1.23
Si -0.52 4.50 -0.25
O 4.15 1.52 0.97
O 1.97 2.84 0.62
O 0.34 0.44 3.90
O -0.06 2.48 2.48
O -0.10 1.57 -1.43
O 1.78 0.37 0.89
O 0.87 2.78 4.86
N 3.02 3.27 3.31
N -1.25 1.12 -1.98
C 2.60 4.91 -2.94
C 0.64 -1.68 -2.06
C 1.04 5.09 -1.10
C 3.38 -4.36 1.88
C 2.54 1.85 3.03
C 1.78 -2.59 2.03
C -0.87 5.50 1.29
C -4.06 -1.97 0.57
C 0.69 -5.03 -0.70
C 3.04 6.46 -1.16
C 2.64 -4.93 0.86
C 3.41 5.88 -2.36
C 3.36 0.87 3.85
C -4.41 -4.10 1.82
C -3.53 0.58 -1.87
C -2.38 1.07 -1.24
C -1.39 -2.87 -2.60
C -1.95 4.58 -1.46
C -1.17 0.72 -3.26
C 1.03 -3.15 1.00
C -0.56 -2.27 -1.64
C 1.46 -4.34 0.40
C 2.95 -3.19 2.48
C 0.23 -2.32 -4.33
C -2.28 0.23 -3.89
C 1.43 4.52 -2.31
C -0.98 -2.87 -3.93
C -2.15 -3.51 1.23
C -3.48 0.17 -3.18
C 1.05 -1.71 -3.39
C -1.71 -4.66 1.88
C 1.86 6.06 -0.53
C -3.52 -3.22 1.21
C -2.70 -3.52 -2.26
C -2.61 -5.53 2.49
C -3.97 -5.25 2.45
H 2.97 -5.85 0.41
H -2.21 -0.09 -4.92
H -0.19 0.81 -3.71
H 2.70 3.90 2.56
H 1.99 -1.28 -3.68
H -4.44 0.55 -1.29
H -5.05 -2.15 0.14
H 1.44 -1.67 2.48
H -2.05 5.60 -1.84
H -1.07 6.54 1.04
H -0.65 -4.89 1.92
H -4.68 -5.92 2.91
H 4.33 6.19 -2.85
H 2.89 4.47 -3.89
H -1.61 -3.36 -4.67
H 3.03 -0.14 3.64
H 1.58 6.54 0.40
H -0.04 5.46 2.00
H -1.75 5.10 1.81
H 0.92 -4.59 -1.67
H 1.29 -1.21 -1.33
H -2.24 -6.42 2.98
H 4.42 0.94 3.60
H -3.42 -1.61 -0.23
H 0.22 0.23 4.84
H 3.52 -2.74 3.29
H 4.29 -4.84 2.22
H -0.38 -4.95 -0.55
H -2.89 4.29 -1.00
H 2.57 3.55 4.20
H 0.53 -2.36 -5.37
H 3.66 7.23 -0.71
H -4.38 -0.21 -3.66
H 4.04 3.31 3.37
H 0.81 3.76 -2.78
H -2.73 -3.86 -1.22
H -2.89 -4.37 -2.91
H -1.79 3.94 -2.33
H -3.53 -2.82 -2.39
H 0.95 -6.09 -0.74
H -5.47 -3.88 1.79
H 4.42 1.44 0.05
H -4.16 -1.16 1.30
H 3.23 1.06 4.92
*
```

---

This record from OMol25 describes a structure of composition C36H44N2SiTa. The level of theory is ωB97M-V/def2-TZVPD.

Computed properties:
- HOMO level (eV) = -15.926
- energy above the lowest of the compared OMol25 structures with the same formula, charge and spin (kcal/mol) = 27.7

```
! wB97M-V def2-TZVPD RIJCOSX def2/J DEFGRID3
* xyz 3 1
Ta -0.08 -0.59 -1.02
Si -3.78 -3.43 -0.43
N 0.90 1.43 -1.46
N 0.46 0.32 0.92
C -3.78 -4.53 -4.99
C -6.56 -3.63 2.74
C 3.94 5.71 -1.58
C 2.75 3.49 -1.94
C -4.02 -3.56 -2.30
C 1.01 1.99 -2.69
C 2.44 3.09 -0.63
C -7.24 -2.40 2.67
C 1.91 -1.52 -0.53
C 1.83 -1.27 -1.93
C -2.20 -1.33 -0.46
C 1.83 1.88 2.13
C 5.26 3.64 -1.62
C 0.72 -2.03 -2.46
C 1.27 1.42 0.93
C -5.72 -1.66 0.92
C -5.47 -3.85 1.90
C 2.36 1.40 4.65
C 4.28 4.53 -3.72
C -5.11 -2.94 0.86
C 0.79 0.03 3.26
C 0.25 -0.38 2.06
C -3.24 -2.88 -3.28
C -6.78 -1.39 1.81
C 3.03 0.09 5.09
C 4.03 4.33 -2.22
C -4.63 -5.18 -4.06
C 1.64 1.14 3.31
C 1.55 2.02 -0.39
C -4.80 -4.64 -2.77
C -3.02 -3.42 -4.55
C 1.90 3.03 -2.97
C 0.87 -2.41 -0.17
C 1.31 1.85 5.67
C 3.43 2.48 4.49
C 0.13 -2.75 -1.36
H -5.13 -6.11 -4.35
H 5.19 3.57 -0.53
H 2.28 -0.68 5.31
H 6.16 4.22 -1.87
H -5.42 -0.88 0.24
H -2.81 -1.90 -3.08
H -0.59 -0.49 -2.68
H 4.85 6.28 -1.79
H 0.80 2.76 5.34
H 2.42 2.79 2.07
H 2.96 3.51 0.25
H 2.54 -0.77 -2.55
H 0.54 -2.23 -3.52
H 0.56 -0.55 4.15
H -6.92 -4.40 3.42
H 3.84 5.65 -0.49
H -1.44 -1.82 0.22
H 3.60 0.28 6.00
H 3.70 -0.28 4.31
H 1.97 3.41 -4.00
H -5.55 -5.07 -2.11
H 3.09 6.29 -1.96
H -2.89 -0.62 0.02
H 0.35 1.59 -3.46
H 4.37 3.58 -4.25
H 5.23 5.08 -3.85
H -0.36 -1.28 2.01
H 3.48 5.13 -4.19
H -3.73 -4.89 -6.03
H -7.25 -0.39 1.84
H 0.55 1.06 5.83
H -2.25 -2.96 -5.20
H 4.17 2.20 3.73
H -2.21 -1.39 -1.58
H 1.81 2.04 6.62
H -8.13 -2.23 3.28
H -4.88 -4.76 2.04
H -3.59 -4.86 -0.18
H 5.38 2.64 -2.04
H 0.74 -2.90 0.81
H 3.95 2.58 5.44
H 2.77 -1.24 0.08
H -0.65 -3.50 -1.41
H 3.00 3.45 4.24
*
```